Entry A
Density functional theory data (ωB97M-V/def2-TZVPD) for a cluster of 2 separate species, C2H6N2O3 in total.

Values from the calculation:
Orbital gap ... 11.143 eV
LUMO energy ... 0.520 eV
SMILES ... NC(=O)NC=O.O

Each line ends with the Löwdin charge.
Positions of all 13 atoms, in Å:
O 0.3678 -1.2877 -0.9391  -0.01
C 0.9830 -0.3017 -1.3808  -0.26
N 1.2735 0.9271 -0.8078  0.12
C 0.5544 1.3826 0.3539  -0.54
N 0.0550 0.3938 1.1913  0.15
O 0.1491 2.5261 0.3752  0.07
H 1.2322 -0.3789 -2.4531  0.14
H 1.3413 1.6506 -1.5327  0.15
H 0.3284 -0.6669 1.1300  0.15
H -0.6367 0.7542 1.7856  0.09
H -1.3477 -1.3971 0.1974  0.01
H -2.0797 -1.7946 1.5450  0.06
O -2.2206 -1.8074 0.5352  -0.13

=====

Entry B
Density functional theory data (ωB97M-V/def2-TZVPD) for a cluster of 2 separate species, C2H6N2O3 in total.

Values from the calculation:
Orbital gap ... 10.344 eV
LUMO energy ... -0.074 eV
SMILES ... C/C=N\[N+](=O)[O-].O

Each line ends with the Löwdin charge.
Positions of all 13 atoms, in Å:
C 1.4927 0.5374 1.1646  -0.05
C 0.4345 -0.2636 0.5154  -0.14
N -0.7750 0.0162 0.5711  0.15
N -1.1312 1.0733 1.3372  -0.49
O -1.2500 0.8343 2.4742  0.15
O -1.5397 2.0780 0.8134  0.09
O -1.8786 1.3456 -1.6347  -0.12
H 2.4179 0.5297 0.5754  0.09
H 1.2402 1.5611 1.2981  0.07
H 1.6568 0.1717 2.1987  0.11
H -1.6578 1.6743 -0.7136  -0.03
H 0.7761 -1.2014 0.1460  0.12
H -0.9928 1.1197 -2.0153  0.04

=====

Energies relative to the minimum, eV: entry A 0.000; entry B 4.768

=====

Entry A
Density functional theory data (ωB97M-V/def2-TZVPD) for a cluster of 4 separate species, C3H15NO3 in total.

Values from the calculation:
Orbital gap ... 9.044 eV
LUMO energy ... 0.699 eV
SMILES ... CN(C)C.O.O.O

Each line ends with the Löwdin charge.
Positions of all 22 atoms, in Å:
C -0.1908 0.2525 0.9234  -0.08
N -1.5788 0.4002 0.3391  -0.34
C -2.4583 1.2365 1.1289  -0.14
C -2.4040 -0.6770 -0.3005  -0.11
H 0.5640 0.8936 0.5966  0.05
H -0.3304 0.3554 2.0233  0.09
H 0.0682 -0.8477 0.7671  0.11
H -3.4358 1.4125 0.7445  0.06
H -1.8606 2.1680 0.9862  0.10
H -2.6773 0.8983 2.1275  0.08
H -1.8857 -1.6231 -0.4222  0.07
H -3.2800 -0.9274 0.3740  0.09
H -2.8118 -0.4355 -1.2682  0.06
H 3.5953 -0.2455 2.1562  0.03
H 3.0022 -0.7799 0.8773  0.01
O 2.7747 -0.5980 1.8133  -0.07
H -0.6158 -0.0208 -2.8201  0.07
H -0.3501 0.0407 -1.4183  0.03
O 0.1607 0.2655 -2.2749  -0.10
H 1.9230 -0.2531 -1.6414  0.05
H 3.4244 -0.6786 -2.0230  0.03
O 2.8197 -0.6213 -1.2813  -0.10

=====

Entry B
Density functional theory data (ωB97M-V/def2-TZVPD) for a cluster of 4 separate species, C3H15NO3 in total.

Values from the calculation:
Orbital gap ... 9.850 eV
LUMO energy ... 0.833 eV
SMILES ... CCNC.O.O.O

Each line ends with the Löwdin charge.
Positions of all 22 atoms, in Å:
C -2.2661 -0.3497 1.3663  -0.12
C -0.7320 -0.6248 1.3136  -0.24
N 0.0735 0.4211 0.4678  -0.17
C 1.0922 -0.1646 -0.4183  -0.13
H -2.8964 -1.0714 2.0461  0.10
H -2.5963 -0.4372 0.2933  0.06
H -2.4700 0.7378 1.6098  0.07
H -0.2781 -1.6454 1.1752  0.11
H -0.4380 -0.3741 2.3652  0.09
H 0.5179 1.1125 1.1040  0.08
H 0.5891 -0.4153 -1.2953  0.05
H 2.0413 0.5559 -0.4308  0.13
H 1.5847 -1.0298 -0.1028  0.03
H -0.9789 1.6380 -0.4305  0.02
H -1.1725 2.9157 -1.3779  0.01
O -0.8456 2.6276 -0.5345  -0.11
H -1.2022 2.9420 2.8799  0.04
H -0.1859 3.0068 1.9137  0.03
O -0.2719 2.6585 2.8312  -0.08
H 4.1963 -4.1534 -4.4338  0.12
H 3.0599 -4.0761 -5.6166  -0.02
O 3.1789 -4.2741 -4.7255  -0.10

=====

Entry C
Density functional theory data (ωB97M-V/def2-TZVPD) for a cluster of 4 separate species, C3H15NO3 in total.

Values from the calculation:
Orbital gap ... 10.337 eV
LUMO energy ... 0.599 eV
SMILES ... CCCN.O.O.O

Each line ends with the Löwdin charge.
Positions of all 22 atoms, in Å:
C 1.1799 1.0232 1.3439  -0.28
C 1.2010 -0.2157 2.2026  -0.27
C -0.1838 -0.7844 2.3819  -0.12
N 0.6082 0.7655 0.0164  -0.01
H 2.1690 1.4730 1.2802  0.11
H 0.5454 1.7482 1.8499  0.11
H 1.5251 0.0664 3.2001  0.11
H 1.8729 -0.9925 1.8320  0.11
H -0.8716 0.0157 2.6922  0.09
H -0.2680 -1.5614 3.1190  0.06
H -0.6558 -1.1669 1.4676  0.07
H 0.7483 -0.2133 -0.1932  0.07
H 1.0667 1.3133 -0.6941  0.07
H -1.5421 -1.7667 -3.0701  0.03
H -1.9386 -0.5094 -2.2898  -0.01
O -2.1530 -1.0237 -3.0858  -0.07
H -2.1758 1.2725 -1.1505  0.05
H -1.2662 0.4612 -0.2217  -0.01
O -2.1797 0.4965 -0.5769  -0.09
H 1.4937 -0.4599 -3.4783  0.04
H 0.0079 -0.0198 -3.5723  0.02
O 0.8165 0.0785 -3.0532  -0.06

=====

Energies relative to the minimum, eV: entry A 1.880; entry B 2.168; entry C 0.000

=====

Entry A
Density functional theory data (ωB97M-V/def2-TZVPD) for the molecule C3H3NO2.

Values from the calculation:
Orbital gap ... 11.002 eV
LUMO energy ... 0.055 eV
SMILES ... N#C[C@H](O)C=O

Each line ends with the Löwdin charge.
Positions of all 9 atoms, in Å:
C 1.4553 0.3298 -0.1106  -0.20
C 0.0826 0.3648 -0.0949  -0.50
C -0.5890 -0.8971 0.1217  -0.21
N 2.4915 -0.0358 -0.3538  0.21
O -0.3962 1.4418 0.5533  -0.02
O -1.6836 -1.1532 0.5559  0.10
H 0.0518 0.5624 -1.1820  0.19
H 0.1348 -1.7180 -0.2012  0.16
H -1.5473 1.1053 0.7117  0.27

=====

Entry B
Density functional theory data (ωB97M-V/def2-TZVPD) for a cluster of 2 separate species, C3H3NO2 in total.

Values from the calculation:
Orbital gap (spin up / spin down) ... 7.081 / 7.056 eV
LUMO energy (spin up / spin down) ... -1.305 / -1.317 eV

Each line ends with the Löwdin charge.
Positions of all 9 atoms, in Å:
C -2.6531 1.0815 -0.0985  0.08
C -1.5445 0.7255 -0.2340  -0.44
C 0.8166 -0.9426 -0.1333  -0.24
N 2.0336 -0.4896 -0.0243  0.18
O 0.1757 -1.9443 0.1978  0.12
O -0.4508 0.6295 -0.7262  0.01
H -3.1588 1.4728 0.6963  -0.01
H 1.8031 0.4383 -0.0198  0.07
H 2.9781 -0.9712 0.3419  0.23

=====

Entry C
Density functional theory data (ωB97M-V/def2-TZVPD) for the molecule C3H3NO2.

Values from the calculation:
Orbital gap ... 12.065 eV
LUMO energy ... 0.662 eV
SMILES ... N#C[C@]1(O)CO1

Each line ends with the Löwdin charge.
Positions of all 9 atoms, in Å:
C -2.5049 0.1010 0.0883  -0.11
C 0.0596 0.7458 0.1632  0.00
C -1.1054 -0.0580 -0.2077  -0.44
N -3.6278 0.2998 0.2283  0.19
O -0.3975 0.4964 -1.2131  0.06
O -0.9192 -1.7109 -0.0988  -0.07
H 0.0319 1.7508 0.5036  0.11
H 0.8480 0.0250 0.6611  0.17
H -0.1860 -1.8518 -0.7688  0.09

=====

Energies relative to the minimum, eV: entry A 0.000; entry B 2.574; entry C 0.158